This record from OMol25 describes a 3-piece molecular cluster, C54H65F3N3O7 overall at a distorted geometry. The level of theory is the ωB97M-V functional and the def2-TZVPD basis.

Each line ends with the Löwdin charge.
Geometry (Å):
C  -4.383  2.701  4.960  -0.090
C  -3.696  2.088  3.738  -0.222
C  -2.915  0.811  4.128  -0.124
N  -1.817  0.506  3.170  0.017
C  -1.996  -0.751  2.576  -0.276
N  -2.542  -0.765  1.402  0.162
C  -3.003  0.402  0.651  -0.092
C  -2.413  0.303  -0.802  -0.037
C  -1.781  1.640  -1.142  -0.522
O  -2.300  2.671  -0.960  0.170
O  -0.528  1.557  -1.723  0.059
N  -1.580  -1.928  3.130  0.008
C  -2.660  -2.948  3.178  -0.139
C  -2.050  -4.371  3.291  -0.164
C  -0.886  -4.633  2.304  -0.190
C  0.376  -5.228  2.983  -0.191
C  1.686  -4.932  2.217  -0.200
C  2.884  -4.629  3.154  -0.188
C  2.984  -3.086  3.397  -0.199
C  4.433  -2.602  3.660  -0.148
C  4.718  -2.194  5.127  -0.213
O  4.809  -0.774  5.258  -0.180
C  3.700  -0.199  5.912  -0.114
C  -1.045  -1.775  4.495  -0.096
C  -0.180  -0.518  4.720  -0.065
C  -0.470  0.628  3.732  -0.302
C  -0.201  1.952  4.470  -0.092
C  -0.317  3.231  3.594  -0.156
C  0.966  4.060  3.447  -0.422
C  1.731  4.288  4.763  -0.068
C  0.584  5.465  2.906  -0.077
C  0.552  0.496  2.558  -0.604
F  0.065  0.998  1.422  0.167
F  1.653  1.173  2.790  0.190
F  0.938  -0.741  2.362  0.187
H  -3.660  3.066  5.693  0.076
H  -4.969  3.563  4.628  0.081
H  -5.094  2.001  5.403  0.081
H  -3.072  2.790  3.182  0.099
H  -4.478  1.764  3.043  0.106
H  -3.646  -0.005  4.037  0.135
H  -2.607  0.813  5.176  0.125
H  -2.645  -1.664  0.944  0.167
H  -2.658  1.343  1.059  0.109
H  -4.089  0.354  0.574  0.137
H  -1.632  -0.461  -0.793  0.121
H  -3.169  -0.002  -1.528  0.131
H  0.088  1.765  -1.000  0.118
H  -3.295  -2.964  2.290  0.121
H  -3.320  -2.836  4.047  0.129
H  -2.821  -5.129  3.151  0.118
H  -1.664  -4.487  4.309  0.099
H  -0.639  -3.770  1.677  0.096
H  -1.239  -5.397  1.604  0.112
H  0.234  -6.311  2.933  0.112
H  0.442  -4.967  4.045  0.099
H  1.555  -4.151  1.463  0.100
H  1.979  -5.832  1.666  0.108
H  2.800  -5.184  4.091  0.113
H  3.808  -4.885  2.631  0.103
H  2.299  -2.830  4.214  0.093
H  2.678  -2.640  2.451  0.086
H  4.555  -1.676  3.088  0.114
H  5.186  -3.290  3.275  0.108
H  5.724  -2.562  5.353  0.119
H  4.001  -2.623  5.834  0.117
H  3.508  0.777  5.453  0.080
H  2.806  -0.833  5.875  0.062
H  3.895  0.008  6.976  0.092
H  -0.408  -2.634  4.711  0.121
H  -1.826  -1.800  5.264  0.133
H  0.877  -0.769  4.783  0.101
H  -0.433  -0.149  5.719  0.130
H  -0.880  2.084  5.315  0.121
H  0.784  1.839  4.925  0.111
H  -1.057  3.891  4.061  0.117
H  -0.728  2.998  2.607  0.105
H  1.679  3.661  2.722  0.124
H  1.088  4.621  5.580  0.091
H  2.556  4.973  4.564  0.087
H  2.211  3.348  5.061  0.061
H  0.245  6.132  3.702  0.083
H  -0.098  5.419  2.053  0.077
H  1.514  5.904  2.528  0.080
C  5.289  5.343  -8.228  -0.052
C  5.994  5.673  -7.075  -0.053
C  5.394  5.548  -5.833  0.000
C  4.081  5.103  -5.739  -0.085
C  3.365  4.794  -6.898  -0.084
C  3.978  4.905  -8.140  0.000
C  1.944  4.361  -6.821  -0.279
O  1.321  4.086  -7.826  0.107
C  1.298  4.279  -5.482  -0.082
C  -0.046  3.931  -5.392  -0.001
C  -0.654  3.838  -4.152  -0.052
C  0.077  4.084  -2.994  -0.071
C  1.413  4.436  -3.079  0.002
C  2.027  4.544  -4.322  -0.081
C  3.455  4.956  -4.398  -0.278
O  4.091  5.172  -3.386  0.104
H  5.763  5.433  -9.197  0.110
H  7.015  6.026  -7.147  0.109
H  5.945  5.800  -4.937  0.121
H  3.428  4.653  -9.038  0.122
H  -0.615  3.737  -6.292  0.122
H  -1.702  3.572  -4.084  0.111
H  -0.398  4.006  -2.030  0.085
H  1.982  4.632  -2.179  0.119
C  0.527  -1.537  -6.738  -0.046
C  -0.119  -0.697  -5.836  -0.050
C  -1.252  -1.135  -5.171  -0.005
C  -1.752  -2.410  -5.412  -0.086
C  -1.116  -3.243  -6.334  -0.081
C  0.030  -2.806  -6.987  0.005
C  -1.663  -4.593  -6.641  -0.276
O  -1.109  -5.320  -7.439  0.116
C  -2.910  -5.027  -5.954  -0.080
C  -3.468  -6.260  -6.268  0.004
C  -4.620  -6.682  -5.626  -0.050
C  -5.217  -5.877  -4.661  -0.057
C  -4.668  -4.645  -4.347  -0.008
C  -3.519  -4.211  -4.998  -0.087
C  -2.959  -2.872  -4.677  -0.278
O  -3.478  -2.163  -3.834  0.075
H  1.417  -1.197  -7.251  0.112
H  0.264  0.299  -5.653  0.105
H  -1.751  -0.482  -4.467  0.110
H  0.530  -3.456  -7.692  0.124
H  -3.003  -6.888  -7.016  0.124
H  -5.056  -7.640  -5.877  0.111
H  -6.115  -6.212  -4.156  0.108
H  -5.136  -4.018  -3.600  0.116

Properties
Total charge: +1
HOMO level in eV: -11.014
Spin multiplicity: 1
LUMO level in eV: -2.92